[1]
A 2-piece molecular cluster, C12H17N overall in a non-equilibrium geometry. Source: the Open Molecules 2025 dataset; level of theory: ωB97M-V/def2-TZVPD.

Calculated values
**SMILES**: Cc1c[nH]c2ccccc12.CCC
**LUMO energy**: 0.9 eV
**Kohn-Sham gap**: 8.93 eV
**Energy**: -522.1807 Ha
**HOMO level**: -7.98 eV

```
30
Properties=species:S:1:pos:R:3:forces:R:3:mulliken_charge:R:1
C 1.97984 -1.31738 -0.64942 1.22 -1.55 0.36 -1.2759
C -1.69915 -1.87762 -0.56854 0.38 -0.40 -0.58 -0.6123
C -0.57535 -1.09109 -0.88584 -0.14 0.33 1.28 1.1329
C 0.59171 -1.85695 -0.47531 0.49 1.48 -1.49 0.5039
C 0.17495 -3.09646 -0.17410 -1.58 -0.60 0.82 -0.6012
C -3.00009 -1.42389 -0.75606 -0.45 0.06 0.85 -0.6841
C -3.18777 -0.16548 -1.28277 1.01 -0.14 0.46 -0.5038
C -0.76376 0.23192 -1.34805 -0.56 -0.94 -0.47 -0.5655
C -2.06002 0.63315 -1.58009 -1.11 -0.11 -0.92 -0.7156
N -1.24468 -3.10937 -0.10268 0.99 0.39 -0.37 -0.1460
H -1.73223 -3.97395 -0.25362 -0.27 0.07 0.10 0.2493
H -3.82207 -1.95842 -0.29314 -0.11 -0.24 -0.44 0.3558
H 0.66133 -4.03170 0.08618 0.28 0.44 -0.06 0.4125
H -4.17319 0.25907 -1.38037 -0.15 -0.07 -0.17 0.4016
H 0.03946 0.89845 -1.60586 0.27 -0.18 -0.11 0.7470
H 2.61085 -2.17529 -0.91838 0.05 0.06 -0.10 0.3930
H 2.49014 -0.95667 0.25376 -0.60 0.29 -0.04 0.2018
H -2.33396 1.50143 -2.17135 0.62 0.47 0.44 0.3510
H 2.14492 -0.61411 -1.45708 -0.50 0.31 -0.03 0.3402
C 1.03102 2.69339 1.85895 0.41 -1.78 -1.32 -0.3126
C 2.04933 1.55905 2.18231 -0.01 0.94 1.34 -1.0871
C 0.67763 2.47793 0.38239 -1.23 0.81 -1.24 -0.8083
H 0.06719 2.57375 2.36836 0.56 0.33 0.55 0.2662
H 1.51290 3.65357 2.01096 -0.30 0.22 0.13 0.3015
H 1.54660 0.64863 2.47006 -0.19 -0.56 -0.59 0.2600
H 1.54903 2.29612 -0.26884 -0.19 0.15 0.32 0.3858
H 2.63959 1.76693 3.08167 -0.01 0.32 -0.02 0.3902
H 2.78322 1.44075 1.38082 -0.34 -0.23 -0.03 0.2694
H -0.06525 1.68511 0.14954 0.87 0.15 1.05 -0.0142
H 0.10783 3.32911 -0.05348 0.61 0.00 0.28 0.3646
```
Forces are in eV/Å.

[2]
An isolated ion of composition C4H9N2O and charge +1 in a non-equilibrium geometry. Source: the Open Molecules 2025 dataset; level of theory: ωB97M-V/def2-TZVPD.

Calculated values
**LUMO energy**: -3.5 eV
**Charge**: +1
**Kohn-Sham gap**: 11.09 eV
**Energy**: -342.2537 Ha
**HOMO level**: -14.56 eV

```
16
Properties=species:S:1:pos:R:3:forces:R:3:mulliken_charge:R:1
C -1.95049 -0.72589 -0.47607 1.67 -0.46 -0.04 -0.0980
C -0.95046 1.21609 0.31141 -0.77 1.91 2.20 -0.5828
C 0.23138 0.29119 0.55382 -1.91 -0.75 -3.02 0.1412
C 2.36524 -0.31856 -0.37447 0.44 0.05 4.21 -0.6137
N -2.04089 0.58201 -0.43091 2.20 -0.73 1.17 -0.0811
N -0.93524 -1.29488 0.11246 2.09 1.96 0.43 -0.4558
O 1.13505 0.50152 -0.37311 0.78 -1.02 -0.25 -0.3001
H -2.67819 -1.23459 -1.02723 -1.05 -0.95 -0.82 0.4499
H -1.42722 1.44364 1.33714 1.04 0.07 -1.39 0.2814
H -0.58748 2.17611 -0.18555 -0.60 -1.34 0.66 0.3386
H 0.55242 -0.02406 1.50467 0.17 -0.31 1.22 0.5466
H 2.13557 -1.36172 0.03138 0.20 1.21 -1.29 0.2957
H 3.09205 0.09355 0.45789 -1.41 -0.45 -1.69 0.2888
H 2.85291 -0.21538 -1.31414 -0.08 -0.24 -0.75 0.2769
H -2.63690 1.10653 -0.99393 -1.31 0.82 -0.80 0.2198
H -0.37897 -2.11031 -0.18445 -1.46 0.24 0.15 0.2926
```
Forces are in eV/Å.

[3]
C2H10N6O as an isolated structure in a non-equilibrium geometry. Source: the Open Molecules 2025 dataset; level of theory: ωB97M-V/def2-TZVPD.

Calculated values
**LUMO energy (spin up / spin down)**: 0.8 / 0.8 eV
**Kohn-Sham gap (spin up / spin down)**: 8.75 / 8.75 eV
**Energy**: -485.6918 Ha
**HOMO level (spin up / spin down)**: -7.97 / -7.97 eV

```
19
Properties=species:S:1:pos:R:3:forces:R:3:mulliken_charge:R:1
C -2.56203 1.10591 0.43007 2.42 1.61 -2.58 -0.9690
C -1.62356 0.62110 -0.66435 -0.65 -0.61 -1.24 -0.3778
N 3.11997 1.19314 0.39281 0.87 -1.66 -1.74 -0.8355
N 1.88895 0.98651 0.25129 0.97 2.52 2.44 -0.0136
N 2.02222 -1.07660 -0.97990 1.57 2.51 2.34 -0.4986
N 0.20711 -1.86989 0.87366 1.31 0.96 1.34 -0.4535
N 1.41485 0.00015 -0.37691 -3.64 -2.68 -1.37 0.5748
N -0.05326 -0.54255 0.63169 1.30 -0.76 -1.58 -0.0064
O -1.02025 -0.66208 -0.32860 -1.75 0.62 -1.83 -0.2194
H -2.71833 2.14035 0.03944 -1.02 -0.68 0.72 0.2713
H -3.33488 0.39788 0.39464 -1.56 -0.30 0.79 0.3222
H -1.93466 1.20734 1.28222 -0.16 -0.26 1.25 0.3290
H -0.80188 1.22357 -0.86598 1.56 1.64 0.25 0.3877
H -2.13305 0.69073 -1.70964 0.59 -1.38 1.75 0.3170
H 3.35019 2.07830 0.83321 -1.01 0.10 0.31 0.2396
H 2.87537 -1.33697 -0.52155 0.06 -0.87 -0.25 0.2233
H 1.50757 -1.56170 -1.65599 -0.43 -0.47 -0.76 0.2101
H -0.14991 -2.04091 1.78705 0.01 -0.53 0.62 0.2614
H -0.05441 -2.55429 0.18682 -0.43 0.24 -0.45 0.2375
```
Forces are in eV/Å.

[4]
A 2-piece molecular cluster, C8H15N2 overall in a non-equilibrium geometry. Source: the Open Molecules 2025 dataset; level of theory: ωB97M-V/def2-TZVPD.

Calculated values
**LUMO energy**: -3.5 eV
**Charge**: +1
**Kohn-Sham gap**: 9.45 eV
**Energy**: -423.0157 Ha
**HOMO level**: -12.96 eV

```
25
Properties=species:S:1:pos:R:3:forces:R:3:mulliken_charge:R:1
C -1.22187 -0.88666 -0.36442 -3.51 0.90 -0.28 0.4705
C 0.08307 -1.18531 0.08319 2.22 3.34 0.63 0.4583
C -2.35513 -1.31948 0.22009 2.18 -0.36 1.30 -1.0892
C 0.49644 -2.39655 0.19963 0.03 -4.14 1.44 -1.1255
C -1.34754 0.03100 -1.52763 3.14 1.28 -1.03 -0.8749
C -0.49006 1.36470 -1.18658 -2.04 1.50 0.97 -0.6185
C 0.89883 1.03683 -0.89770 -1.05 -1.15 2.07 -1.2934
C 1.10861 0.02364 0.17127 -2.21 -2.44 -0.52 0.8117
N 2.34224 -0.10770 0.51559 1.18 -0.08 -0.36 -0.2827
N 0.41924 0.96607 1.94171 -0.57 2.91 -0.67 -0.6713
H -3.27402 -1.15114 -0.26679 -1.06 0.24 -0.15 0.3657
H -2.30697 -1.79385 1.22475 -0.25 0.00 -1.03 0.2807
H 1.39902 -2.68000 0.71856 0.59 0.11 -0.45 0.2568
H -0.17963 -3.28581 0.03120 0.70 1.30 -0.05 0.3333
H -0.91749 -0.50246 -2.44323 -0.38 1.03 0.91 0.3058
H -2.31170 0.37173 -1.74980 -1.57 0.01 -0.18 0.4987
H -0.44810 2.20802 -1.92510 -0.62 -1.17 0.10 0.3448
H -0.81511 1.92610 -0.22977 -0.59 -1.04 -1.45 0.2452
H 1.22037 0.59633 -1.75130 1.77 -1.63 -2.65 0.4483
H 1.50067 1.83378 -0.67079 1.41 2.39 0.32 0.7667
H 2.87886 0.68335 0.21811 1.00 -0.07 0.33 0.2705
H 2.72084 -0.77889 1.15060 0.09 -0.29 0.17 0.2400
H 0.47256 0.56354 2.85269 -0.18 -0.90 0.62 0.2822
H -0.56050 1.09124 1.66546 0.13 -0.17 0.61 0.2761
H 0.76366 1.95966 2.12658 -0.41 -1.56 -0.66 0.3004
```
Forces are in eV/Å.

[5]
One molecule with the formula C7H11N in a non-equilibrium geometry. Source: the Open Molecules 2025 dataset; level of theory: ωB97M-V/def2-TZVPD.

Calculated values
**SMILES**: C1[C@H]2C[C@@H]2N[C@@H]2C[C@@H]12
**LUMO energy**: 1.1 eV
**Kohn-Sham gap**: 9.73 eV
**Energy**: -327.8109 Ha
**HOMO level**: -8.64 eV

```
19
Properties=species:S:1:pos:R:3:forces:R:3:mulliken_charge:R:1
C -1.40636 -0.74907 -0.28658 7.09 0.41 1.59 -0.8937
C -0.96002 0.23903 0.80426 -2.68 0.45 0.28 0.2194
C -0.75145 0.42150 2.28468 -0.85 -0.32 2.63 -0.7718
C 0.38377 0.19366 1.32204 1.38 -0.19 -1.61 -0.0288
C 1.25370 -0.03653 -0.73896 -2.63 1.64 -1.27 -0.2391
C 0.85649 -0.23910 -2.31004 0.31 2.05 -3.47 -0.6948
C -0.13737 -0.09183 -1.24722 -3.50 0.34 -0.27 0.2308
H -1.20858 -1.75227 0.13239 -0.27 0.19 -0.88 0.2609
H -2.26737 -0.58656 -0.74986 -3.85 0.49 -1.61 0.3922
H -1.22071 1.28591 0.56661 0.37 -0.60 -0.63 0.2055
H -0.76068 -0.38198 3.07559 -0.16 0.59 -1.13 0.2382
H -1.22810 1.34218 2.73393 1.24 -0.75 -0.77 0.2566
H 0.84830 -0.80066 1.37975 -1.05 -0.27 0.85 0.2325
H 2.18025 0.67236 0.77374 3.46 0.18 1.48 0.2870
H 1.83497 -0.87308 -0.59635 0.47 -2.55 0.74 0.3612
H 1.04834 -1.23426 -2.87171 0.43 1.67 1.45 0.2386
H 0.78954 0.72574 -3.07353 0.53 -2.82 1.77 0.2415
H -0.58002 0.99496 -1.61356 1.11 -2.41 2.13 0.0372
N 1.32530 0.87000 0.41482 -1.39 1.89 -1.28 -0.5736
```
Forces are in eV/Å.

Q: Look up the energy of the second one.
A: -342.2537 Ha

Q: What is the energy in the fourth record?
A: -423.0157 Ha